Record 1
A 13-piece molecular cluster, C15H51N3O18 overall in a non-equilibrium geometry, computed with ωB97M-V with the def2-TZVPD basis set.

Kohn-Sham gap, eV: 9.4
Total charge: 0
Maximum force, eV Å⁻¹: 1.5
HOMO energy, eV: -9.64

The geometry in XYZ format:
```
87
Properties=species:S:1:pos:R:3:mulliken_charge:R:1
C -1.945 4.477 -0.717 -0.472
O -2.142 5.053 -2.000 -0.515
H -1.331 5.190 -0.168 0.301
H -2.874 4.311 -0.158 0.382
H -1.451 3.498 -0.720 0.055
H -2.645 4.416 -2.520 0.295
C 5.764 -0.379 1.053 -0.778
O 4.789 0.654 0.971 -0.300
H 6.497 -0.086 1.816 0.329
H 5.333 -1.346 1.319 0.290
H 6.339 -0.483 0.136 0.252
H 4.280 0.609 1.796 0.255
C 1.712 2.368 -3.515 -0.229
O 2.023 1.729 -4.741 -0.581
H 2.424 2.061 -2.735 0.097
H 1.948 3.418 -3.664 0.101
H 0.715 2.154 -3.126 0.324
H 1.641 0.846 -4.750 0.300
C -0.904 -2.779 -4.300 -0.401
O -0.481 -2.065 -5.455 -0.528
H -1.530 -2.053 -3.773 0.071
H -1.441 -3.702 -4.504 0.341
H -0.081 -2.918 -3.590 0.233
H -0.133 -2.676 -6.111 0.286
C -0.728 2.018 3.516 -0.033
O -1.573 2.678 4.456 -0.554
H -1.172 1.055 3.250 0.095
H -0.595 2.653 2.637 0.083
H 0.247 1.755 3.931 0.091
H -2.471 2.407 4.262 0.316
C -3.260 -5.102 0.829 -0.264
O -4.574 -5.534 0.516 -0.564
H -3.010 -5.404 1.846 0.241
H -2.529 -5.548 0.151 0.317
H -3.192 -4.006 0.821 -0.002
H -4.707 -5.546 -0.432 0.284
C 3.489 2.592 3.581 -0.344
O 3.881 1.213 3.677 -0.556
H 2.549 2.662 3.026 -0.016
H 3.307 3.008 4.576 0.308
H 4.279 3.137 3.073 0.261
H 3.082 0.681 3.728 0.303
C 0.409 -5.143 0.723 -0.100
O 0.463 -6.142 -0.284 -0.517
H -0.268 -5.506 1.497 0.209
H 1.332 -4.882 1.245 0.361
H -0.022 -4.237 0.287 -0.195
H 1.244 -5.993 -0.827 0.297
C 5.411 2.084 -2.131 -0.272
O 6.602 1.415 -1.769 -0.577
H 5.629 3.125 -2.390 0.269
H 4.895 1.606 -2.960 0.230
H 4.713 2.089 -1.287 0.029
H 6.986 1.825 -0.992 0.315
C -4.633 -2.502 4.287 -0.728
N -3.170 -2.240 4.287 0.881
O -2.634 -2.089 3.214 -0.474
O -2.611 -2.184 5.350 -0.542
H -5.088 -2.147 3.372 0.245
H -4.994 -1.935 5.146 0.352
H -4.809 -3.548 4.519 0.274
C -6.600 -3.217 -1.255 -0.845
N -5.580 -2.328 -0.637 0.916
O -4.738 -1.817 -1.341 -0.512
O -5.695 -2.106 0.557 -0.485
H -6.883 -3.950 -0.510 0.328
H -6.064 -3.681 -2.082 0.314
H -7.409 -2.600 -1.629 0.300
C 1.374 5.540 -1.718 -0.458
N 2.791 5.516 -1.226 0.868
O 3.370 6.573 -1.091 -0.565
O 3.198 4.422 -0.892 -0.405
H 0.778 5.014 -0.984 0.065
H 1.397 5.067 -2.692 0.128
H 1.034 6.560 -1.861 0.331
C -1.693 -1.557 -0.337 0.092
O -1.257 -0.217 -0.306 -0.391
C 0.046 0.007 -0.414 0.740
O 0.859 -0.750 -0.862 -0.623
O 0.278 1.239 0.017 -0.127
C 1.607 1.705 0.185 0.073
H -0.913 -2.265 -0.063 -0.153
H -2.134 -1.798 -1.306 0.161
H -2.539 -1.680 0.341 0.122
H 1.627 2.123 1.197 -0.359
H 1.713 2.573 -0.463 -0.137
H 2.447 1.018 0.097 0.490
```


Record 2
A 11-piece molecular cluster, C15H52O11 overall in a non-equilibrium geometry, computed with ωB97M-V with the def2-TZVPD basis set.

Structure (SMILES): CC(C)O.CC(C)O.CC(C)O.CC(C)O.CC(C)O.O.O.O.O.O.O
Relative energy (zero: lowest compared OMol25 entry of this formula, charge and spin), eV: 0.259
Kohn-Sham gap, eV: 10.1
Total charge: 0
Maximum force, eV Å⁻¹: 1.8
HOMO energy, eV: -9.56

The geometry in XYZ format:
```
78
Properties=species:S:1:pos:R:3:mulliken_charge:R:1
C 0.459 12.551 -3.205 -1.464
C -0.615 13.084 -4.157 0.842
C -0.043 13.904 -5.297 -1.353
O -1.394 11.991 -4.691 0.044
H 1.156 11.853 -3.661 0.452
H -0.023 12.067 -2.353 0.274
H 0.965 13.404 -2.750 0.459
H -1.319 13.691 -3.584 0.075
H 0.486 13.379 -6.096 0.138
H 0.658 14.663 -4.947 0.456
H -0.835 14.380 -5.889 0.377
H -1.698 12.208 -5.581 -0.236
C -1.544 4.694 -2.889 -1.345
C -0.915 5.734 -3.816 1.726
C 0.551 5.932 -3.515 -1.439
O -1.099 5.359 -5.196 -0.501
H -2.624 4.867 -2.832 0.333
H -1.328 4.956 -1.847 0.295
H -1.192 3.685 -3.088 0.401
H -1.460 6.661 -3.644 -0.829
H 0.962 6.783 -4.066 0.258
H 1.146 5.055 -3.782 0.439
H 0.718 6.189 -2.470 0.318
H -0.646 4.518 -5.334 0.285
C -1.726 13.110 -8.842 -1.182
C -2.608 12.379 -7.820 0.773
C -4.043 12.193 -8.275 -1.516
O -1.973 11.132 -7.502 0.384
H -2.134 14.089 -9.094 0.435
H -1.584 12.485 -9.721 0.294
H -0.752 13.257 -8.380 0.066
H -2.647 13.054 -6.958 0.041
H -4.421 13.010 -8.897 0.419
H -4.711 12.171 -7.414 0.358
H -4.156 11.322 -8.926 0.273
H -2.318 10.448 -8.100 0.071
C 0.940 10.150 -9.853 -0.892
C 1.675 10.391 -8.533 0.530
C 2.244 11.808 -8.369 -1.155
O 0.886 9.968 -7.447 -0.428
H 0.829 9.080 -10.048 0.256
H 1.390 10.632 -10.721 0.375
H -0.099 10.463 -9.759 -0.005
H 2.567 9.760 -8.456 0.262
H 1.412 12.503 -8.223 0.086
H 2.843 12.217 -9.180 0.419
H 2.799 11.847 -7.430 0.300
H 0.066 10.494 -7.314 0.054
C -1.929 9.441 -2.164 -0.188
C -2.219 8.487 -1.012 0.127
C -3.463 7.621 -1.312 -1.042
O -1.074 7.667 -0.799 -0.560
H -2.793 10.111 -2.189 0.397
H -1.872 8.940 -3.128 -0.541
H -1.048 10.046 -1.954 0.242
H -2.420 9.102 -0.126 0.406
H -3.425 6.695 -0.736 0.386
H -3.535 7.408 -2.381 0.024
H -4.379 8.157 -1.060 0.420
H -1.330 6.998 -0.154 0.363
O -4.016 11.605 -4.440 -0.776
H -3.743 10.729 -4.744 0.282
H -3.186 12.041 -4.206 0.349
O -0.018 9.462 -3.927 -0.624
H -0.058 10.385 -4.206 0.078
H -0.903 9.118 -4.105 0.191
O -2.279 8.786 -8.815 -0.598
H -1.887 8.085 -8.256 0.255
H -2.218 8.471 -9.722 0.250
O -2.215 9.358 -5.553 0.308
H -2.122 8.473 -5.940 0.021
H -2.082 9.969 -6.297 0.093
O -0.700 7.330 -7.090 -0.581
H 0.255 7.418 -6.991 0.200
H -0.952 6.603 -6.477 0.348
O -3.764 6.389 -5.761 -0.711
H -3.089 5.729 -5.533 0.339
H -3.845 6.950 -4.981 0.319
```


Record 3
C15H53B2HgO18P3 as an isolated structure in a non-equilibrium geometry, computed with ωB97M-V with the def2-TZVPD basis set.

Kohn-Sham gap, eV: 3.6
Total charge: 0
Maximum force, eV Å⁻¹: 5.5
HOMO energy, eV: -9.45

The geometry in XYZ format:
```
92
Properties=species:S:1:pos:R:3:mulliken_charge:R:1
Hg 16.690 -27.053 13.946 0.903
B 13.706 -25.232 14.120 0.445
H 13.965 -25.304 13.075 -0.237
H 13.593 -26.215 14.551 -0.277
H 14.536 -24.778 14.639 -0.256
H 12.825 -24.613 14.186 -0.192
B 15.370 -30.279 13.909 0.377
H 16.373 -30.104 14.268 -0.265
H 14.616 -30.069 14.652 -0.171
H 15.224 -29.610 13.075 -0.240
H 15.244 -31.292 13.560 -0.062
C 15.748 -26.622 7.521 -0.801
O 16.667 -27.652 7.553 -0.286
P 17.948 -27.430 8.456 0.962
O 17.766 -26.966 9.864 -0.517
O 18.601 -28.896 8.421 -0.368
C 19.205 -29.496 7.265 -0.628
O 18.890 -26.563 7.538 -0.292
C 18.855 -25.095 7.644 -0.705
H 14.801 -27.062 7.832 0.321
H 15.707 -26.014 6.617 0.294
H 15.855 -25.901 8.331 0.329
H 19.430 -28.782 6.472 0.294
H 18.642 -30.322 6.831 0.270
H 20.129 -29.986 7.573 0.255
H 18.441 -24.744 8.590 0.328
H 18.315 -24.761 6.758 0.270
H 19.862 -24.679 7.678 0.268
C 20.743 -20.135 13.138 -0.658
O 19.973 -21.301 13.105 -0.331
P 19.245 -21.969 14.393 0.903
O 18.743 -23.364 14.117 -0.537
O 20.359 -21.859 15.569 -0.308
C 20.076 -22.142 16.854 -0.756
O 18.154 -20.885 14.708 -0.254
C 16.920 -20.730 13.944 -0.672
H 20.353 -19.476 13.914 0.312
H 20.739 -19.558 12.213 0.266
H 21.822 -20.280 13.192 0.261
H 20.374 -21.331 17.519 0.308
H 20.592 -22.950 17.372 0.309
H 19.039 -22.252 17.171 0.300
H 16.948 -19.778 13.415 0.260
H 16.025 -20.815 14.561 0.277
H 16.815 -21.502 13.182 0.311
C 16.293 -26.421 21.427 -0.575
O 17.547 -26.846 20.846 -0.323
P 17.605 -27.988 19.703 0.954
O 17.161 -27.604 18.327 -0.508
O 19.124 -28.600 19.710 -0.371
C 19.767 -29.120 20.911 -0.613
O 16.887 -29.268 20.351 -0.275
C 15.588 -29.667 19.939 -0.775
H 16.551 -26.379 22.485 0.258
H 15.444 -27.062 21.193 0.266
H 16.135 -25.358 21.245 0.250
H 20.547 -28.359 20.950 0.272
H 20.203 -30.092 20.680 0.245
H 19.160 -29.115 21.816 0.293
H 14.831 -29.547 20.714 0.277
H 15.662 -30.723 19.679 0.275
H 15.238 -29.209 19.014 0.356
C 10.202 -31.710 13.761 -0.251
C 10.095 -33.155 13.488 -0.391
O 9.018 -33.202 12.605 -0.547
O 10.853 -31.097 12.717 -0.531
H 10.707 -31.598 14.720 0.341
H 9.245 -31.193 13.828 0.218
H 9.875 -33.643 14.437 0.291
H 10.860 -33.677 12.912 0.248
H 9.354 -32.765 11.819 0.323
H 11.686 -30.713 12.999 0.291
C 8.705 -23.393 9.487 -0.467
C 9.462 -24.180 10.534 -0.206
O 10.157 -23.271 11.328 -0.503
O 7.845 -24.249 8.684 -0.524
H 9.390 -22.894 8.801 0.312
H 8.007 -22.699 9.955 0.247
H 10.029 -25.024 10.138 0.297
H 8.719 -24.756 11.085 0.238
H 10.857 -23.728 11.800 0.294
H 8.446 -24.510 7.983 0.308
C 9.062 -24.714 16.785 -0.738
C 8.593 -25.949 17.612 -0.080
O 9.353 -27.079 17.244 -0.468
O 10.445 -24.358 17.115 -0.515
H 8.383 -23.863 16.745 0.354
H 9.020 -25.012 15.738 0.359
H 7.558 -26.141 17.331 0.248
H 8.735 -25.707 18.665 0.230
H 10.018 -26.822 16.600 0.289
H 11.119 -24.645 16.495 0.313
```